A cluster of 6 separate species, C36H86N2 in total at a distorted geometry. Source: the OMol25 dataset; level of theory: the ωB97M-V functional and the def2-TZVPD basis.

Geometry as XYZ:
```
124
Properties=species:S:1:pos:R:3:forces:R:3:lowdin_charge:R:1
C -0.2539 -6.9627 -0.2790 5.451 2.174 0.503 -0.05
C 0.0925 -5.8718 0.6888 2.735 0.138 0.574 -0.25
N 1.5439 -5.7149 1.0254 1.912 -1.545 -0.668 -0.18
C 2.4717 -5.4545 -0.0992 -0.045 1.661 -0.675 -0.23
C 2.1642 -4.0984 -0.8219 -2.389 -1.889 -0.618 -0.10
C 1.8729 -4.9125 2.2429 0.078 -3.356 1.616 -0.21
C 1.4287 -5.7240 3.5902 9.518 6.222 -1.118 -0.04
H -1.2181 -7.0127 -0.2308 -5.864 -0.781 -0.085 0.01
H 0.2347 -7.7736 0.1985 0.566 -1.470 -0.845 0.09
H 0.0580 -6.4994 -1.1915 0.444 -1.180 -1.265 0.07
H -0.4100 -6.1515 1.5437 -0.882 -0.072 2.420 0.09
H -0.2789 -4.9700 0.3465 -1.057 2.233 -0.649 0.06
H 2.4341 -6.2208 -0.9546 0.511 0.499 1.818 0.12
H 3.4804 -5.1471 0.3451 -0.973 -1.741 -0.594 0.12
H 1.1122 -4.1467 -1.2604 1.173 0.270 0.491 0.07
H 2.8241 -3.9044 -1.6390 0.650 0.157 -0.441 0.06
H 2.1970 -3.3440 -0.0905 0.003 1.334 0.718 0.02
H 1.2770 -4.0983 2.0533 -1.098 2.863 0.764 0.05
H 2.9620 -4.6281 2.5694 -1.752 -0.627 -1.888 0.14
H 0.5404 -5.9451 3.6557 -9.337 -2.293 0.303 -0.07
H 1.6102 -4.8279 4.3698 -0.044 -2.590 -0.983 0.12
H 2.0560 -6.6018 3.6248 0.380 0.035 0.583 0.07
C -2.2318 1.1987 2.9337 0.678 -1.647 -0.741 -0.10
C -1.5505 2.1844 3.8653 -2.220 1.799 -3.385 -0.33
N -0.2329 2.5560 3.5721 3.793 -0.557 -1.510 -0.17
C 0.1094 3.4077 2.3928 -6.181 1.597 2.362 -0.17
C -0.5753 4.8669 2.5896 -2.062 0.017 -2.730 -0.08
C 0.5921 2.7748 4.7512 1.266 -0.420 -0.384 -0.28
C 0.8291 1.5272 5.5468 1.517 -1.249 1.323 -0.11
H -2.2812 1.6321 1.8512 0.427 -1.085 1.799 0.08
H -3.3421 1.0241 3.2370 2.157 -0.086 -0.284 0.10
H -1.4689 0.3479 3.0894 -1.918 0.098 -1.248 0.09
H -1.7049 1.9187 4.8475 -0.148 -0.402 2.187 0.09
H -2.2113 2.9542 3.5259 -0.559 2.047 1.328 0.08
H -0.3767 3.1180 1.4451 0.607 -0.675 0.646 0.07
H 1.0879 3.6433 2.2957 3.298 -0.224 -0.169 0.06
H -0.2140 5.4153 1.6404 -0.946 -0.496 1.213 0.06
H -0.2898 5.5372 3.3945 0.194 -0.520 0.483 0.04
H -1.8346 4.8290 2.5541 3.607 0.082 0.026 0.12
H 0.1106 3.4395 5.3858 -1.150 1.690 1.449 0.08
H 1.6161 3.2391 4.6665 -1.081 -0.376 -1.205 0.14
H -0.0271 1.1659 6.1276 0.048 0.283 -0.023 0.06
H 1.7113 1.6805 6.2792 -1.464 -0.234 -0.999 0.10
H 1.1047 0.6841 4.8988 0.117 0.240 -0.009 0.06
C 2.5176 -1.2048 2.3218 -2.212 4.634 -1.304 -0.11
C 3.5155 -0.0482 2.2757 1.181 0.293 6.112 -0.30
C 3.3561 0.8779 1.0899 8.674 -0.520 2.869 -0.19
C 4.3051 2.1162 0.9756 1.027 -0.620 3.544 -0.16
C 5.8265 1.6958 1.0834 0.235 1.047 2.255 -0.27
C 6.8487 2.9002 1.1873 -0.925 -0.202 -0.837 -0.13
H 1.4418 -0.7136 2.3560 1.805 -1.451 -1.013 0.12
H 2.5516 -1.7252 3.1854 0.599 -1.811 2.811 0.02
H 2.9131 -1.7373 1.5245 -0.919 -1.918 -1.912 0.04
H 4.5205 -0.6139 2.3651 -1.058 1.409 -0.652 0.13
H 3.4291 0.4153 3.3438 0.264 -0.009 -1.641 0.13
H 2.4829 1.1554 0.9896 -8.886 2.408 -1.080 0.01
H 3.5866 0.0105 0.6223 0.751 -1.538 -4.613 0.07
H 4.0127 2.8508 1.8903 0.774 -1.599 -1.885 0.15
H 4.2128 2.7099 0.1123 -0.623 0.481 -1.370 0.07
H 6.0679 1.0244 0.2675 0.113 -0.317 0.044 0.10
H 6.0056 1.2501 2.1158 -0.528 -0.361 -1.525 0.11
H 6.7130 3.5270 0.2599 0.552 -0.365 0.932 0.07
H 7.9504 2.5622 1.3070 -1.995 0.654 -0.063 0.09
H 6.4259 3.4748 2.0535 1.068 -0.175 -0.641 0.07
C -3.6082 7.0395 -0.4104 0.267 0.822 -3.932 -0.07
C -3.9073 6.0094 -1.6497 6.180 2.602 1.079 -0.17
C -3.2246 4.6413 -1.5455 3.294 3.758 7.663 -0.23
C -1.7238 4.6326 -1.3448 1.060 -0.448 -0.971 -0.20
C -1.0575 3.2274 -1.1934 -1.622 -1.338 -0.677 -0.26
C 0.4459 3.2515 -1.0266 -2.700 9.118 1.632 -0.11
H -2.5852 7.2524 -0.1000 0.156 -0.622 -0.320 0.05
H -4.1332 6.5831 0.3231 -1.567 -0.775 2.975 0.01
H -4.0131 8.0555 -0.6767 -0.020 -1.086 0.368 0.08
H -3.4781 6.5624 -2.5671 -1.499 -1.196 0.890 0.14
H -4.8441 5.6762 -1.5575 -4.280 0.152 -0.601 0.05
H -3.5032 4.1901 -2.3071 -2.007 -4.485 -7.434 0.02
H -3.5112 3.9869 -0.7363 -1.299 0.249 0.796 0.12
H -1.3414 5.3649 -0.5956 -0.490 -0.667 -0.293 0.11
H -1.3812 4.9670 -2.3136 0.878 0.539 -0.328 0.09
H -1.3150 2.5471 -2.1642 0.623 1.708 2.027 0.13
H -1.4503 2.5852 -0.3840 -0.489 0.579 0.000 0.07
H 0.7554 2.3916 -1.1751 3.466 -8.421 -0.163 -0.04
H 0.8879 3.8946 -0.1292 -1.013 -1.704 -1.922 0.13
H 0.7053 3.7111 -1.9428 1.115 1.228 -0.909 0.06
C -4.7215 -4.8566 -1.3398 -4.859 -0.548 1.061 -0.15
C -4.3305 -3.4755 -1.0955 3.878 0.759 2.391 -0.27
C -2.7139 -3.3442 -0.8246 -3.057 0.396 0.226 -0.18
C -2.3549 -1.8542 -0.6947 2.849 -1.592 3.126 -0.19
C -0.8093 -1.7133 -0.4652 -1.368 -1.683 2.087 -0.29
C -0.2803 -0.3053 -0.2494 -1.466 -0.458 2.219 -0.11
H -4.3026 -5.6011 -0.7656 1.566 -1.191 2.066 0.01
H -4.4260 -5.1979 -2.3027 -0.851 -0.123 -1.349 0.06
H -5.9478 -5.0307 -0.8971 3.200 0.408 -2.317 0.16
H -4.6370 -3.0923 -0.1105 -0.827 0.104 -0.683 0.11
H -4.4964 -2.8233 -1.9080 -0.844 0.839 -0.717 0.09
H -2.1952 -3.8011 -1.6249 0.756 -0.354 -1.118 0.08
H -2.5581 -4.0197 0.0435 0.339 0.959 -0.076 0.11
H -2.7900 -1.3236 0.1658 -0.364 -0.492 -0.115 0.12
H -2.4960 -1.2514 -1.5002 -1.267 1.267 -2.890 0.06
H -0.2481 -2.2036 -1.2288 0.159 -0.127 -1.149 0.05
H -0.6138 -2.4265 0.3764 0.194 0.832 -0.054 0.11
H -0.9150 0.2793 -0.9665 1.436 0.381 0.648 0.08
H 0.7603 -0.5020 -0.3923 0.939 1.227 -0.724 0.05
H -0.3453 0.0596 0.8854 -0.367 -0.568 -2.548 0.10
C -1.0988 2.8102 -5.0092 1.277 3.153 0.457 -0.11
C -0.1756 1.5575 -4.6003 -5.082 3.258 5.051 -0.27
C -0.9976 0.3244 -4.6057 2.678 -2.755 -3.544 -0.22
C -0.0863 -0.8090 -3.9624 -1.954 -1.245 1.657 -0.16
C -0.6935 -2.2823 -4.1284 -1.323 1.967 0.868 -0.28
C -0.8139 -2.7989 -5.5162 0.441 -1.347 -1.045 -0.14
H -1.3805 3.1497 -6.1088 0.627 -1.691 2.030 0.10
H -0.6802 3.8623 -4.6252 -0.116 -2.215 -0.733 0.08
H -1.9867 2.8211 -4.3577 -0.118 -0.536 -0.646 0.03
H 0.2627 1.6782 -3.4647 -1.505 0.285 -2.225 0.14
H 0.6820 1.4688 -5.0313 4.958 -0.460 -3.613 0.03
H -0.9778 -0.0533 -5.7579 -0.344 0.928 2.239 0.14
H -2.0452 0.5270 -4.4630 -0.294 -0.545 1.141 0.10
H 0.1783 -0.6901 -2.8611 -1.087 0.228 -1.006 0.09
H 0.9255 -0.7271 -4.3300 0.149 -0.076 -1.062 0.10
H -1.6585 -2.3605 -3.6009 0.022 0.633 -0.093 0.09
H -0.1257 -2.9914 -3.6032 1.279 -0.775 0.947 0.07
H 0.1978 -3.2368 -5.6282 0.502 1.789 -1.766 0.08
H -1.3982 -2.1446 -6.2487 1.591 -1.039 0.648 0.10
H -1.1260 -3.8531 -5.6101 -1.655 0.428 0.609 0.07
```
Positions in Å, forces in eV/Å.

Values from the calculation:
SMILES: CCN(CC)CC.CCN(CC)CC.CCCCCC.CCCCCC.CCCCCC.CCCCCC
Multiplicity: 1
Frontier orbital gap (hartree): 0.311
Charge: 0
Energy above the lowest of the compared OMol25 structures with the same formula, charge and spin (kcal per mole): 33.0
E (a.u.): -1532.09650